# C18H15Cl6NO

A cluster of 2 separate species, C18H15Cl6NO in total (ωB97M-V/def2-TZVPD, the OMol25 dataset).

```
41
Properties=species:S:1:pos:R:3:mulliken_charge:R:1
Cl 0.65424 0.30405 0.27140 0.0458
C 2.33561 2.99051 -0.02612 -0.0250
Cl 3.59306 2.32508 -0.93983 -0.2250
C 1.43694 3.75822 -0.80203 0.2464
O 1.04361 3.30031 -1.93360 -0.7783
C 0.73148 4.92231 -0.17252 -0.0324
Cl -0.18860 5.91487 -1.14122 -0.2065
C 1.08383 5.30785 1.12722 0.2619
Cl 0.58023 6.77402 1.74736 -0.1926
C 1.89013 4.43493 1.93126 -0.1575
Cl 2.37104 4.91161 3.46476 -0.2272
C 2.54688 3.27021 1.26588 0.6532
Cl 3.43840 2.26494 2.25020 -0.2020
C 3.18428 -4.40281 -0.56414 -0.3430
C 2.90441 -3.99582 0.73141 -0.6345
C 1.87336 -3.06346 0.96099 -0.2449
C 1.13215 -2.54520 -0.11312 0.9547
C 0.09178 -1.55193 0.16056 -0.5580
C -0.98417 -1.36377 -0.76160 -0.1753
N -2.16354 -0.89978 -0.44566 0.2891
C -3.16159 -0.67606 -1.43490 -0.6527
C -4.36028 -0.06863 -0.69847 -0.5466
C -3.99490 -0.05398 0.77767 -0.5452
C -2.57410 -0.66321 0.89622 -0.4928
C 1.42032 -2.95591 -1.40779 -0.3795
C 2.47974 -3.89403 -1.64513 -0.7872
H 4.03308 -5.09357 -0.75695 0.3304
H 3.46586 -4.39709 1.57534 0.3848
H 1.64205 -2.74455 1.97696 0.3785
H -0.01267 -1.19652 1.14073 0.4055
H -0.73594 -1.46107 -1.87021 0.3146
H -2.78468 -0.01265 -2.25162 0.3987
H -3.47481 -1.62511 -1.94215 0.3061
H -4.57325 0.93371 -1.07999 0.2960
H -5.24628 -0.69223 -0.88687 0.2726
H -4.00626 0.96268 1.19150 0.2982
H -4.69936 -0.66345 1.36935 0.2927
H -2.65104 -1.60645 1.49720 0.2567
H -1.88218 0.00142 1.43844 0.3616
H 0.86793 -2.56492 -2.24182 0.2462
H 2.69324 -4.18453 -2.65872 0.4124
```

Output
2S+1	1
relative energy (zero: lowest compared OMol25 entry of this formula, charge and spin)	20.1	kcal per mole
HOMO-LUMO gap	3.246	eV
HOMO level	-5.73	eV
E	-3585.87914	a.u.